163
Properties=species:S:1:pos:R:3:forces:R:3 method="wB97M-V/def2-TZVPD" gap_ev=5.18 homo_energy_ev=-7.95 molar_mass_da=1278.12 total_energy_ev=-151689.516 spin_multiplicity=1
Sn 1.41858 3.22559 1.50638 -1.33 -0.28 -0.67
N 3.96610 1.66611 1.14218 0.80 -1.94 0.12
S 5.37923 1.93258 1.74007 5.39 5.24 3.82
O 6.51676 1.50674 0.95757 -1.46 -0.59 0.23
O 5.55126 1.94524 3.19315 -1.06 -0.73 -2.34
F 5.39638 3.52874 1.48237 -0.49 -0.03 -0.39
S 4.21184 0.02147 1.11324 -4.54 -4.43 -0.73
O 4.47535 -0.64067 2.36984 1.28 1.23 -1.24
O 4.60922 -0.57742 -0.14791 -0.21 1.58 1.91
F 2.59567 -0.17308 1.17208 -0.09 -0.10 -0.90
N -0.98142 2.66482 0.20452 0.42 -3.15 0.90
S -1.39182 1.01357 -0.00888 1.78 -3.59 4.06
O -1.50739 0.41409 -1.29830 -0.59 1.39 0.52
O -2.10228 0.48219 1.14791 -0.43 1.79 -1.89
F 0.05846 0.43761 0.45572 0.45 0.88 -0.44
S -1.46972 3.15750 -1.18127 -2.88 4.00 -3.50
O -2.88574 2.92515 -1.37894 1.38 -0.36 0.20
O -0.57386 2.99264 -2.28319 -0.17 0.40 0.88
F -1.51489 4.74829 -0.80743 0.88 -0.85 -0.25
C -3.99971 0.47832 -4.20335 -0.29 -0.01 -0.91
O -5.07874 -0.35862 -3.82281 0.70 -0.24 0.65
C -4.82618 -0.95654 -2.56714 -1.03 0.10 1.05
C -5.12518 0.02214 -1.44201 1.36 2.36 0.44
N -5.00957 -0.49093 -0.08634 -1.21 -1.52 -0.80
C -6.23080 -1.20006 0.36034 0.67 0.29 -0.10
C -7.30770 -0.30013 0.94388 -0.90 -0.89 -1.19
O -7.71049 0.67354 -0.04430 1.47 0.01 1.23
C -8.70903 1.52120 0.43099 -0.78 0.83 -1.78
H -3.03217 -0.02590 -4.11685 -0.04 -0.17 -0.02
H -3.91026 1.42951 -3.67250 -0.32 -0.06 0.23
H -4.22399 0.67241 -5.25366 0.41 0.26 0.00
H -3.80423 -1.33035 -2.45274 0.09 -0.04 -0.26
H -5.52870 -1.78073 -2.41324 0.11 -0.22 -0.51
H -6.00982 0.63613 -1.63016 -0.55 -0.76 -0.11
H -4.38602 0.83443 -1.45104 0.37 -0.23 -0.39
H -4.67622 0.18164 0.58511 -0.16 0.09 0.02
H -5.88716 -1.99938 1.01908 -0.51 0.24 0.59
H -6.72482 -1.74639 -0.44665 0.46 0.26 -0.50
H -7.00521 0.09639 1.91049 -0.23 0.42 -0.09
H -8.22136 -0.90354 0.99370 0.11 -0.32 1.02
H -9.68738 1.03066 0.34694 -0.02 -0.11 0.81
H -8.78506 2.29641 -0.34181 0.06 0.12 0.15
H -8.53501 2.06633 1.36182 0.13 -0.56 0.30
C -4.40093 -5.51547 -2.25477 -0.96 0.16 -0.97
O -4.59951 -5.27883 -0.89360 0.48 -0.24 0.58
C -3.90840 -4.13359 -0.41857 0.57 -0.41 -0.29
C -3.92626 -4.08754 1.09205 0.22 0.04 0.79
N -3.39390 -2.83091 1.53575 0.27 1.81 0.28
C -3.38904 -2.62192 2.98434 -1.03 -1.32 -0.33
C -3.58999 -1.19649 3.49959 0.55 -0.93 -0.72
O -4.77954 -0.64642 2.97294 -0.79 -0.12 -0.46
C -4.97381 0.63991 3.47111 1.39 0.93 0.99
H -4.82895 -6.46745 -2.57641 0.14 -0.27 0.65
H -3.36295 -5.49870 -2.59693 0.13 0.22 0.25
H -5.01552 -4.81234 -2.83371 0.46 0.40 -0.14
H -4.25343 -3.23125 -0.93420 -0.45 0.15 0.41
H -2.83824 -4.17104 -0.66075 0.05 -0.26 -0.33
H -3.21746 -4.81025 1.51632 -0.17 -0.50 -0.44
H -4.88562 -4.34672 1.56429 -0.34 0.19 -0.38
H -3.69054 -1.99941 1.03413 -0.38 -0.24 -0.17
H -2.51785 -3.17175 3.35398 0.37 0.77 0.55
H -4.21684 -3.19828 3.42678 -0.27 0.00 -0.08
H -2.73791 -0.59694 3.16709 0.05 0.30 0.45
H -3.73112 -1.26271 4.58218 0.59 0.20 0.12
H -4.77303 0.65299 4.55278 -0.35 -0.07 0.13
H -5.93318 1.12532 3.31018 -0.21 -0.66 -0.37
H -4.19591 1.31938 3.08898 -0.10 0.05 -0.33
C -0.33984 -5.93166 -0.62507 -0.29 -2.09 -0.18
O -0.15405 -5.35988 0.63258 0.13 1.86 -0.49
C 0.52911 -4.08199 0.51627 0.65 -0.12 0.24
C 0.05416 -3.12896 1.61730 -0.07 -0.73 -0.13
N 0.54437 -3.59765 2.94235 0.15 0.38 -0.24
C 1.93817 -3.17024 3.27719 -0.45 0.85 -0.93
C 2.19417 -2.84648 4.75122 -0.45 -1.09 -1.10
O 2.27602 -4.14329 5.33559 -0.95 0.01 1.75
C 3.53932 -4.76156 5.36880 0.05 0.85 -0.55
H -0.99004 -5.44795 -1.36248 -0.01 0.70 0.43
H -0.82183 -6.88860 -0.39894 -0.05 0.00 -0.22
H 0.58353 -6.20615 -1.15048 0.26 0.34 0.19
H 0.45821 -3.66387 -0.49054 -0.51 -0.04 0.03
H 1.59497 -4.29629 0.64524 0.18 0.07 0.04
H -1.03646 -3.18480 1.56096 -0.05 0.15 0.35
H 0.31694 -2.08931 1.41590 0.30 -0.04 -0.01
H 0.61116 -4.59002 2.74852 -0.28 -0.23 0.85
H 2.17785 -2.29008 2.68097 0.09 0.08 -0.25
H 2.58118 -3.98858 2.95557 0.54 0.28 0.13
H 1.34850 -2.26952 5.13243 -0.36 -0.63 0.31
H 3.02896 -2.16615 4.94588 0.61 -0.54 -0.24
H 3.89232 -4.78522 4.33168 0.72 -0.01 0.23
H 3.50164 -5.79086 5.72102 -0.57 0.07 0.08
H 4.18456 -4.19784 6.04901 0.40 -0.06 -0.30
C 7.84896 -2.42010 -3.00094 0.10 1.04 0.44
O 6.69154 -2.81700 -3.66420 -0.71 -1.20 -0.85
C 6.34809 -2.03154 -4.80180 -0.34 1.16 0.68
C 5.31828 -2.72588 -5.71695 2.25 -1.55 1.03
N 4.12733 -3.14870 -4.99585 -0.62 1.65 -0.59
C 3.39134 -1.97200 -4.44830 -0.01 -1.04 2.05
C 1.98886 -2.38883 -3.98191 0.27 0.94 -0.29
O 1.55115 -1.48703 -2.95637 0.10 -0.61 0.35
C 0.23472 -1.84194 -2.57851 -1.00 0.01 -0.61
H 8.14086 -3.15812 -2.25629 -0.16 -0.19 -0.18
H 7.64748 -1.48410 -2.46317 0.15 0.05 0.10
H 8.69170 -2.21648 -3.67126 -0.03 -0.23 -0.15
H 7.28363 -1.72769 -5.27880 -0.16 -0.08 -0.52
H 5.85916 -1.12717 -4.41772 0.25 0.36 -0.03
H 5.84995 -3.65895 -5.94126 -0.24 -0.07 -0.54
H 5.21443 -2.18416 -6.65409 -0.59 0.18 0.17
H 4.50328 -3.60790 -4.17250 -0.18 -0.31 -0.07
H 3.39114 -1.04411 -5.01773 -0.05 -0.46 -0.71
H 3.87619 -1.70451 -3.50193 0.11 0.32 0.02
H 1.98219 -3.38523 -3.53752 0.19 -0.24 -0.38
H 1.30495 -2.31866 -4.83283 -0.21 -0.35 0.04
H -0.05708 -1.73513 -1.53326 0.77 0.68 0.13
H -0.02248 -2.89079 -2.76612 0.40 -0.12 -0.33
H -0.44078 -1.24098 -3.19390 -0.30 -0.05 0.18
C 0.89078 7.96185 0.87453 0.28 0.33 -0.75
O 0.46885 6.87486 1.65056 0.51 -0.54 -0.06
C -0.93451 6.71090 1.83326 1.36 0.39 0.62
C -1.04033 5.94847 3.13746 -1.50 0.49 0.38
N -0.98568 4.50190 2.98101 0.54 -0.60 -0.73
C -1.15564 3.76899 4.23875 -0.77 -0.51 -1.05
C -1.24421 2.23928 3.95700 0.64 0.66 1.31
O 0.05947 1.78265 3.71674 1.73 0.92 -1.84
C 0.27727 0.39028 3.65437 0.12 -1.11 1.54
H 1.96332 7.89852 0.69388 0.01 -0.23 0.42
H 0.69537 8.92637 1.35168 -0.27 -0.03 0.09
H 0.47920 7.95364 -0.14001 -0.42 0.04 0.14
H -1.35998 6.17359 0.98326 -0.28 0.21 0.04
H -1.34683 7.71200 1.98685 -0.45 -0.13 -0.25
H -2.01373 6.18736 3.59214 -0.11 0.07 -0.03
H -0.32719 6.36323 3.84938 0.41 -0.41 -0.16
H -1.81636 4.25794 2.44676 0.31 -0.05 -0.54
H -2.13198 4.01627 4.66993 0.06 0.28 0.30
H -0.35428 4.14327 4.87368 0.00 -0.82 0.47
H -1.89833 1.93125 3.13596 -0.21 0.44 0.04
H -1.57630 1.77388 4.89283 -0.26 -0.13 -0.11
H -0.06987 0.02071 4.62679 -0.39 -0.50 -0.28
H 1.34231 0.15547 3.70173 0.15 0.56 -0.37
H -0.14750 -0.16975 2.82016 -0.36 0.43 0.00
C 1.67262 5.90499 -1.86409 -1.24 -0.70 -0.94
O 2.14643 5.68488 -0.54315 -0.13 -0.79 -0.18
C 3.42934 5.03547 -0.46804 0.10 0.99 -1.07
C 3.73970 3.94199 -1.49198 0.34 -0.50 0.73
N 2.88895 2.72875 -1.40049 0.07 1.23 0.32
C 2.82642 1.99607 -2.66069 -0.29 -0.41 -0.65
C 4.13745 1.26025 -3.04377 -1.23 0.14 1.20
O 5.22218 2.06206 -3.40236 0.29 1.02 -0.92
C 6.40627 1.86026 -2.65516 -1.01 0.36 1.33
H 1.12942 5.03250 -2.24392 0.18 -0.31 0.22
H 2.36992 6.12908 -2.67431 0.72 0.24 0.63
H 0.90337 6.67597 -1.90607 0.26 0.29 0.62
H 3.58102 4.74277 0.57412 -0.08 -0.23 -0.01
H 4.13425 5.85149 -0.65294 0.48 -0.21 0.12
H 4.75466 3.58554 -1.29427 0.22 0.54 0.17
H 3.82038 4.34569 -2.49956 -0.53 -0.06 -0.05
H 3.39670 2.14701 -0.74553 -0.21 -0.25 -0.04
H 2.45349 2.60517 -3.48680 0.08 0.40 0.23
H 2.06035 1.22860 -2.52139 0.17 -0.23 -0.15
H 3.87572 0.57960 -3.85314 0.22 -0.16 0.12
H 4.31808 0.74361 -2.09471 0.57 -0.65 -0.42
H 6.61126 0.79130 -2.61045 0.62 0.10 -0.03
H 6.21622 2.23307 -1.63824 0.05 -0.56 0.28
H 7.21712 2.52764 -2.94000 -0.01 -0.44 -0.95